The following is a DFT calculation (ωB97M-V/def2-TZVPD) of 10 unconnected molecules or ions with the total composition C29H53BFO22S5.

Each atom is followed by the atoms it is bonded to, with distances in Å.
CARTESIAN COORDINATES (ANGSTROEM)
1 O 17.599 -18.747 35.193  C2 1.264
2 C 18.304 -17.788 34.766  O1 1.264, O3 1.322, C6 1.509
3 O 19.223 -17.105 35.426  C2 1.322, B4 1.497
4 B 19.806 -16.078 34.506  O3 1.497, O5 1.455, O8 1.490, O12 1.466
5 O 19.293 -16.430 33.191  B4 1.455, C6 1.354
6 C 18.330 -17.372 33.316  C2 1.509, O5 1.354, O7 1.247
7 O 17.639 -17.794 32.368  C6 1.247
8 O 21.289 -16.225 34.525  B4 1.490, C9 1.324
9 C 21.826 -15.069 34.883  O8 1.324, O10 1.243, C11 1.512
10 O 23.011 -14.915 35.226  C9 1.243
11 C 20.705 -14.077 35.095  C9 1.512, O12 1.340, O13 1.252
12 O 19.531 -14.692 34.898  B4 1.466, C11 1.340
13 O 20.719 -12.887 35.485  C11 1.252
14 F 12.343 -25.095 34.149  C15 1.358
15 C 12.823 -24.850 35.396  F14 1.358, C16 1.362, C20 1.393
16 C 12.034 -25.048 36.488  C15 1.362, C17 1.362, H21 1.080
17 C 12.492 -24.788 37.744  C16 1.362, C18 1.395, H22 1.080
18 C 13.717 -24.138 37.901  C17 1.395, C19 1.433, H23 1.080
19 C 14.550 -23.819 36.780  C18 1.433, C20 1.409, H24 1.080
20 C 14.021 -24.150 35.516  C15 1.393, C19 1.409, H25 1.080
21 H 11.031 -25.405 36.309  C16 1.080
22 H 11.877 -25.069 38.586  C17 1.080
23 H 14.108 -23.938 38.887  C18 1.080
24 H 15.563 -23.447 36.825  C19 1.080
25 H 14.554 -23.841 34.629  C20 1.080
26 C 25.588 -9.689 36.149  S27 1.905, H30 1.090, H31 1.090, H32 1.090
27 S 25.808 -7.831 36.507  C26 1.905, O28 1.490, C29 1.846
28 O 25.042 -7.619 37.768  S27 1.490
29 C 27.507 -7.937 37.220  S27 1.846, H33 1.090, H34 1.090, H35 1.090
30 H 26.321 -10.068 35.437  C26 1.090
31 H 24.624 -9.923 35.697  C26 1.090
32 H 25.881 -10.420 36.904  C26 1.090
33 H 28.225 -8.275 36.473  C29 1.090
34 H 27.495 -8.593 38.091  C29 1.090
35 H 27.995 -7.032 37.581  C29 1.090
36 C 17.886 -8.628 36.417  S37 1.879, H40 1.090, H41 1.090, H42 1.090
37 S 18.447 -6.835 36.450  C36 1.879, O38 1.572, C39 1.901
38 O 18.238 -6.429 37.954  S37 1.572
39 C 20.266 -7.369 36.304  S37 1.901, H43 1.090, H44 1.090, H45 1.090
40 H 16.853 -8.675 36.762  C36 1.090
41 H 18.519 -9.295 37.003  C36 1.090
42 H 17.847 -9.016 35.400  C36 1.090
43 H 20.338 -7.805 35.307  C39 1.090
44 H 20.659 -8.099 37.012  C39 1.090
45 H 20.933 -6.507 36.308  C39 1.090
46 C 21.674 -14.732 40.853  S47 1.888, H50 1.090, H51 1.090, H52 1.090
47 S 21.254 -12.902 40.662  C46 1.888, O48 1.499, C49 1.826
48 O 20.718 -12.397 41.968  S47 1.499
49 C 22.926 -12.263 40.302  S47 1.826, H53 1.090, H54 1.090, H55 1.090
50 H 20.816 -15.259 41.272  C46 1.090
51 H 22.425 -14.779 41.642  C46 1.090
52 H 21.978 -15.179 39.907  C46 1.090
53 H 23.652 -12.808 39.697  C49 1.090
54 H 23.315 -11.917 41.259  C49 1.090
55 H 22.689 -11.355 39.747  C49 1.090
56 C 22.424 -21.126 35.234  S57 1.858, H60 1.090, H61 1.090, H62 1.090
57 S 23.225 -20.253 36.666  C56 1.858, O58 1.568, C59 1.834
58 O 22.159 -20.268 37.815  S57 1.568
59 C 24.418 -21.605 37.007  S57 1.834, H63 1.090, H64 1.090, H65 1.090
60 H 23.216 -21.501 34.587  C56 1.090
61 H 21.815 -20.375 34.730  C56 1.090
62 H 21.834 -21.987 35.549  C56 1.090
63 H 25.093 -21.392 37.836  C59 1.090
64 H 25.105 -21.831 36.192  C59 1.090
65 H 23.928 -22.521 37.334  C59 1.090
66 C 22.190 -18.530 29.485  S67 1.907, H70 1.090, H71 1.090, H72 1.090
67 S 23.846 -17.611 29.266  C66 1.907, O68 1.539, C69 1.782
68 O 23.454 -16.125 29.180  S67 1.539
69 C 24.759 -17.879 30.773  S67 1.782, H73 1.090, H74 1.090, H75 1.090
70 H 22.287 -19.615 29.522  C66 1.090
71 H 21.556 -18.446 28.602  C66 1.090
72 H 21.637 -18.183 30.358  C66 1.090
73 H 25.695 -17.328 30.680  C69 1.090
74 H 24.996 -18.931 30.925  C69 1.090
75 H 24.189 -17.566 31.648  C69 1.090
76 C 29.882 -13.512 36.537  O77 1.460, H82 1.090, H83 1.090, H84 1.090
77 O 30.896 -12.496 36.275  C76 1.460, C78 1.293
78 C 32.014 -12.645 36.908  O77 1.293, O79 1.267, O80 1.348
79 O 32.431 -13.692 37.485  C78 1.267
80 O 32.739 -11.530 36.686  C78 1.348, C81 1.370
81 C 34.012 -11.404 37.176  O80 1.370, H85 1.090, H86 1.090, H87 1.090
82 H 29.148 -13.461 35.732  C76 1.090
83 H 29.480 -13.312 37.530  C76 1.090
84 H 30.125 -14.568 36.656  C76 1.090
85 H 34.220 -12.170 37.923  C81 1.090
86 H 34.024 -10.391 37.579  C81 1.090
87 H 34.668 -11.562 36.320  C81 1.090
88 C 14.093 -14.891 32.590  O89 1.405, H94 1.090, H95 1.090, H96 1.090
89 O 13.129 -15.847 32.950  C88 1.405, C90 1.421
90 C 12.708 -15.994 34.299  O89 1.421, O91 1.269, O92 1.340
91 O 13.161 -15.264 35.233  C90 1.269
92 O 11.662 -16.828 34.373  C90 1.340, C93 1.428
93 C 11.311 -17.670 33.275  O92 1.428, H97 1.090, H98 1.090, H99 1.090
94 H 14.898 -14.992 33.317  C88 1.090
95 H 13.879 -13.822 32.597  C88 1.090
96 H 14.554 -15.130 31.632  C88 1.090
97 H 12.142 -18.267 32.899  C93 1.090
98 H 11.084 -17.060 32.401  C93 1.090
99 H 10.377 -18.169 33.534  C93 1.090
100 C 18.794 -11.609 30.491  O101 1.354, H106 1.090, H107 1.090, H108 1.090
101 O 18.840 -10.370 31.033  C100 1.354, C102 1.438
102 C 17.705 -9.517 30.806  O101 1.438, O103 1.256, O104 1.257
103 O 16.574 -9.742 30.309  C102 1.256
104 O 18.071 -8.366 31.154  C102 1.257, C105 1.392
105 C 17.371 -7.219 30.793  O104 1.392, H109 1.090, H110 1.090, H111 1.090
106 H 18.513 -11.697 29.441  C100 1.090
107 H 18.013 -12.206 30.962  C100 1.090
108 H 19.781 -12.064 30.586  C100 1.090
109 H 16.281 -7.205 30.773  C105 1.090
110 H 17.695 -6.977 29.781  C105 1.090
111 H 17.545 -6.442 31.538  C105 1.090

- Calculated total energy: -4907.71748 hartree
- Charge: -1